[1]
The following is a DFT calculation (ωB97M-V/def2-TZVPD) of a structure of composition C75H94BrGe2N4OS5SbSi3Tl in a non-equilibrium geometry.

ORCA input file:
```
! RIJCOSX wB97M-V def2-TZVPD def2/J DEFGRID3
* xyz -1 1
Tl 1.43 -0.93 0.07
C 5.50 3.40 2.19
C 4.08 3.49 2.68
C 3.60 2.59 3.63
C 2.27 2.62 4.04
C 1.79 1.65 5.08
C 1.41 3.57 3.48
C 1.91 4.54 2.61
C 1.05 5.68 2.13
C 3.23 4.47 2.20
C -0.02 3.56 3.87
C -0.36 4.00 5.15
C -1.67 3.91 5.59
C -2.64 3.39 4.76
C -2.33 2.99 3.46
C -1.02 3.08 3.02
Ge -0.43 2.18 1.31
S 0.50 0.39 2.16
S -1.96 1.62 -0.31
Ge -0.23 2.05 -1.77
S 0.94 0.26 -2.31
S 0.91 3.27 -0.19
C -0.79 3.11 -3.42
C -1.20 4.44 -3.33
C -1.57 5.14 -4.47
C -1.54 4.55 -5.72
C -1.12 3.24 -5.82
C -0.76 2.51 -4.69
C -0.40 1.11 -4.99
C -1.34 0.09 -4.80
C -2.60 0.32 -4.02
C -1.07 -1.16 -5.32
C 0.08 -1.43 -6.05
C 0.28 -2.77 -6.68
C 1.01 -0.42 -6.19
C 0.79 0.85 -5.67
C 1.84 1.92 -5.84
C -1.29 5.22 -2.07
C -0.25 6.06 -1.70
C 1.07 6.06 -2.42
C -0.43 6.93 -0.63
C -1.64 6.99 0.05
C -1.84 7.95 1.19
C -2.67 6.16 -0.35
C -2.52 5.27 -1.40
C -3.66 4.40 -1.82
C -3.47 2.53 2.62
C -3.73 1.19 2.37
C -2.83 0.10 2.86
C -4.87 0.83 1.67
C -5.78 1.77 1.23
C -7.03 1.36 0.51
C -5.52 3.11 1.49
C -4.39 3.50 2.18
C -4.15 4.95 2.50
H 6.08 2.71 2.80
H 5.98 4.37 2.20
H 5.50 3.04 1.16
H 4.26 1.85 4.05
H 2.55 0.90 5.29
H 0.89 1.15 4.73
H 1.55 2.17 6.00
H 0.08 5.68 2.62
H 0.90 5.61 1.06
H 1.54 6.63 2.34
H 3.60 5.19 1.48
H 0.41 4.40 5.79
H -1.93 4.22 6.60
H -3.66 3.26 5.11
H -1.89 6.17 -4.36
H -1.85 5.11 -6.59
H -1.09 2.76 -6.78
H -2.97 1.34 -4.15
H -2.40 0.17 -2.96
H -3.37 -0.37 -4.32
H -1.79 -1.96 -5.17
H -0.46 -2.94 -7.46
H 0.15 -3.56 -5.94
H 1.27 -2.85 -7.12
H 1.93 -0.60 -6.73
H 2.80 1.45 -6.02
H 1.90 2.53 -4.94
H 1.60 2.57 -6.68
H 1.01 5.52 -3.36
H 1.82 5.58 -1.80
H 1.39 7.08 -2.62
H 0.37 7.59 -0.34
H -1.03 8.68 1.25
H -1.87 7.41 2.14
H -2.78 8.48 1.08
H -3.62 6.22 0.15
H -4.58 4.68 -1.31
H -3.45 3.36 -1.56
H -3.81 4.45 -2.90
H -2.08 0.49 3.53
H -2.32 -0.37 2.02
H -3.40 -0.68 3.37
H -5.05 -0.22 1.48
H -7.14 0.28 0.51
H -7.01 1.70 -0.53
H -7.91 1.80 0.99
H -6.23 3.86 1.17
H -4.85 5.58 1.96
H -3.13 5.23 2.23
H -4.27 5.14 3.56
S 1.54 -3.21 0.44
C -2.72 -4.56 -4.89
Si -1.97 -5.61 -3.46
C -1.95 -7.38 -4.22
C -3.38 -5.57 -2.16
Sb -0.01 -4.44 -2.16
Si 0.46 -6.50 -0.60
C -1.03 -6.62 0.60
C 0.57 -8.18 -1.52
C 2.05 -6.45 0.48
Si 2.09 -4.86 -3.65
C 2.78 -3.18 -4.29
C 1.96 -5.99 -5.20
C 3.51 -5.65 -2.63
H -3.62 -5.01 -5.29
H -2.02 -4.45 -5.71
H -2.98 -3.57 -4.54
H -2.77 -7.53 -4.92
H -2.03 -8.13 -3.45
H -1.02 -7.56 -4.76
H -4.37 -5.66 -2.61
H -3.35 -4.63 -1.62
H -3.27 -6.37 -1.44
H -1.82 -7.22 0.17
H -1.42 -5.63 0.80
H -0.75 -7.07 1.55
H -0.39 -8.45 -1.95
H 0.86 -8.98 -0.85
H 1.30 -8.15 -2.33
H 2.21 -5.44 0.84
H 2.93 -6.75 -0.06
H 1.95 -7.09 1.36
H 2.83 -3.16 -5.38
H 3.78 -2.98 -3.92
H 2.14 -2.35 -3.98
H 1.34 -5.56 -5.98
H 1.53 -6.96 -4.95
H 2.94 -6.16 -5.63
H 3.55 -5.21 -1.64
H 4.47 -5.51 -3.11
H 3.34 -6.72 -2.51
C -3.93 -2.04 7.78
C -2.60 -2.14 7.09
C -2.19 -1.15 6.20
C -0.95 -1.22 5.59
C -0.08 -2.27 5.87
N 1.18 -2.25 5.26
C 2.28 -2.89 5.72
O 2.32 -3.62 6.69
N 3.47 -2.64 5.05
C 3.82 -1.82 3.99
C 5.09 -1.23 3.98
C 5.43 -0.39 2.94
C 4.50 -0.16 1.93
N 3.33 -0.77 1.90
C 3.00 -1.58 2.89
C -0.49 -3.28 6.73
C -1.75 -3.21 7.32
H -4.70 -1.71 7.09
H -3.86 -1.30 8.58
H -4.22 -2.99 8.22
H -2.83 -0.32 5.99
H -0.66 -0.46 4.88
H 1.28 -1.57 4.52
H 4.25 -3.03 5.57
H 5.78 -1.44 4.78
H 6.41 0.07 2.89
H 4.71 0.53 1.14
H 2.06 -2.11 2.76
H 0.17 -4.09 6.95
H -2.06 -4.01 7.97
Br 4.01 1.68 -1.37
C 4.50 -0.12 -1.65
C 5.58 -0.40 -2.47
C 6.02 -1.71 -2.52
C 5.36 -2.68 -1.77
C 4.24 -2.30 -1.05
N 3.83 -1.04 -0.99
H 6.04 0.39 -3.04
H 6.87 -1.98 -3.13
H 5.70 -3.70 -1.75
H 3.63 -3.01 -0.50
*
```

* DFT total energy: -359436.967 eV
* E_HOMO: -4.5 eV
* orbital gap: 6.50 eV
* energy above the lowest of the compared OMol25 structures with the same formula, charge and spin: 17.7 kcal per mole



[2]
The following is a DFT calculation (ωB97M-V/def2-TZVPD) of the ion C10H13Cl2F3NO2S with charge +1 in a non-equilibrium geometry.

ORCA input file:
```
! RIJCOSX wB97M-V def2-TZVPD def2/J DEFGRID3
* xyz 1 1
C -0.53 3.05 0.23
C -0.43 1.82 -0.27
C 0.18 0.73 0.61
C 1.44 0.00 0.08
S 2.56 0.52 -1.25
O 2.75 1.93 -1.20
O 1.92 0.12 -2.46
C 4.17 -0.43 -1.22
F 3.94 -1.71 -0.90
F 4.60 -0.39 -2.45
F 5.07 0.13 -0.46
N 1.52 -1.07 0.77
C 0.46 -1.33 1.79
Cl 0.81 -0.68 3.43
C -0.69 -0.47 1.13
C -1.31 -1.27 -0.08
C -2.87 -1.27 -0.08
C -3.52 0.03 -0.64
Cl -4.43 0.82 0.73
H -0.45 3.92 -0.43
H -0.69 3.19 1.31
H -0.77 1.64 -1.30
H 0.42 1.28 1.55
H 2.22 -1.81 0.73
H 0.35 -2.42 1.72
H -1.42 -0.16 1.90
H -0.90 -0.84 -1.01
H -0.99 -2.33 0.01
H -3.20 -2.11 -0.72
H -3.22 -1.48 0.94
H -2.80 0.78 -1.00
H -4.21 -0.19 -1.47
*
```

* SMILES: C=C[C@@H]1C(S(=O)(=O)C(F)(F)F)=[NH+][C@@H](Cl)[C@@H]1CCCCl
* DFT total energy: -60187.919 eV
* E_HOMO: -13.3 eV
* orbital gap: 7.51 eV
* energy above the lowest of the compared OMol25 structures with the same formula, charge and spin: 34.2 kcal per mole



[3]
The following is a DFT calculation (ωB97M-V/def2-TZVPD) of an isolated molecule of C4H8O2S in a non-equilibrium geometry.

ORCA input file:
```
! RIJCOSX wB97M-V def2-TZVPD def2/J DEFGRID3
* xyz 0 1
C -0.81 1.16 -0.47
C 0.14 0.50 0.41
C -2.28 0.86 -0.38
C 1.63 -1.83 0.08
O 3.05 0.46 0.52
O -0.12 1.82 0.57
S 2.02 -0.10 -0.39
H -0.40 1.63 -1.48
H -0.08 -0.31 1.23
H -2.92 0.97 -1.22
H -2.67 1.51 0.46
H -2.37 -0.26 -0.15
H 2.44 -2.44 -0.38
H 0.61 -2.21 0.00
H 1.77 -1.76 1.19
*
```

* DFT total energy: -19204.320 eV
* E_HOMO: -8.8 eV
* orbital gap: 9.50 eV
* energy above the lowest of the compared OMol25 structures with the same formula, charge and spin: 94.0 kcal per mole



[4]
The following is a DFT calculation (ωB97M-V/def2-TZVPD) of an isolated molecule of C4H9NO.

ORCA input file:
```
! RIJCOSX wB97M-V def2-TZVPD def2/J DEFGRID3
* xyz 0 1
C 0.14 -1.96 0.52
N -0.52 -0.73 0.13
C 0.20 0.29 -0.11
C 1.69 0.43 -0.06
O -0.38 1.47 -0.43
C -1.80 1.49 -0.44
H 0.88 -2.31 -0.22
H 0.65 -1.86 1.49
H -0.62 -2.75 0.62
H 2.19 -0.51 -0.29
H 2.02 1.20 -0.77
H 2.00 0.74 0.94
H -2.19 0.89 -1.27
H -2.07 2.54 -0.58
H -2.20 1.10 0.49
*
```

* SMILES: C/N=C(\C)OC
* DFT total energy: -7831.003 eV
* E_HOMO: -9.5 eV
* orbital gap: 10.55 eV
* energy above the lowest of the compared OMol25 structures with the same formula, charge and spin: 30.4 kcal per mole